1.
Entry from the OMol25 dataset: a 2-piece molecular cluster, C6H17N2O2 overall in a non-equilibrium geometry (ωB97M-V/def2-TZVPD).

Electronic energy (eV): -13569.2261
Highest occupied orbital energy (eV): -1.20

ORCA input file:
```
! wB97M-V def2-TZVPD RIJCOSX def2/J DEFGRID3
* xyz -1 1
N 4.0344 1.1411 -1.5709
C 2.7831 1.6352 -2.3190
C 1.5701 0.6031 -1.9310
N 0.1778 1.0926 -2.2641
H 4.7173 0.8433 -2.3210
H 2.9887 1.5119 -3.4712
H 2.5557 2.7665 -2.1153
H 1.6266 0.3163 -0.7863
H 1.7316 -0.4039 -2.5488
H 0.0098 0.8465 -3.2747
H 0.0481 2.1129 -2.0879
C -0.3530 -2.2032 0.7495
O 0.0616 -0.9746 1.3372
C -0.6052 0.1564 0.7688
C -1.7885 0.6095 1.6312
O -2.8114 -0.3911 1.6910
C -2.7295 -1.1780 2.8752
H -0.0760 -3.0158 1.4251
H -1.4333 -2.2419 0.5848
H 0.1651 -2.3443 -0.2028
H -0.9252 -0.0583 -0.2560
H 0.1263 0.9699 0.7238
H -2.2368 1.4965 1.1717
H -1.4591 0.8869 2.6403
H -3.1864 -0.6352 3.7098
H -1.7015 -1.4400 3.1312
H -3.2903 -2.1022 2.7092
*
```

---

2.
Entry from the OMol25 dataset: the molecule C3H4O in a non-equilibrium geometry (ωB97M-V/def2-TZVPD).

⟨S²⟩: 2.006
Electronic energy (eV): -5216.0211
Energy above the lowest of the compared OMol25 structures with the same formula, charge and spin (eV): 2.882
Highest occupied orbital energy (alpha / beta) (eV): -5.15 / -12.39

ORCA input file:
```
! wB97M-V def2-TZVPD RIJCOSX def2/J DEFGRID3
* xyz 0 3
C -0.9702 -1.2699 0.2793
C -0.2338 -0.2558 0.2481
C 0.5412 0.9610 -0.2709
O 0.2339 -1.5804 0.9290
H -1.8976 -1.8045 0.1496
H 1.6250 0.7183 -0.4482
H 0.5944 1.8330 0.3078
H 0.1071 1.3983 -1.1947
*
```

---

3.
Entry from the OMol25 dataset: C43H54N7O3STeW as an isolated structure in a non-equilibrium geometry (ωB97M-V/def2-TZVPD).

⟨S²⟩: 0.774
Electronic energy (eV): -81983.7041
Energy above the lowest of the compared OMol25 structures with the same formula, charge and spin (eV): 0.000
Highest occupied orbital energy (alpha / beta) (eV): -12.06 / -12.02

ORCA input file:
```
! wB97M-V def2-TZVPD RIJCOSX def2/J DEFGRID3
* xyz 2 2
W 0.8759 -0.9124 -1.1785
C -1.8408 -0.5551 -2.6022
C -1.0648 -1.1114 -3.7799
N 0.3349 -1.4351 -3.3653
C 0.7052 -2.8262 -3.7218
C 0.7266 -3.6903 -2.5007
C 0.7344 -5.0794 -2.5775
C 0.7747 -5.8170 -1.4082
C 0.7968 -5.1682 -0.1739
C 0.7945 -3.7912 -0.1598
C 0.8184 -2.9606 1.0893
N 0.0547 -1.7244 0.8069
C -1.4185 -1.9129 0.8874
C -2.0807 -1.0483 -0.1655
N -1.3850 -1.3198 -1.4307
N 0.7664 -3.0716 -1.3080
H -2.9192 -0.6598 -2.7619
H -1.5992 0.4904 -2.4129
H -1.0641 -0.4252 -4.6263
H -1.5322 -2.0381 -4.1198
H 0.9818 -0.7991 -3.8306
H 1.7104 -2.8230 -4.1356
H 0.0306 -3.2453 -4.4712
H 0.7089 -5.5568 -3.5454
H 0.7744 -6.8968 -1.4496
H 0.8109 -5.7185 0.7548
H 1.8523 -2.6731 1.3082
H 0.4233 -3.5207 1.9423
H 0.3305 -1.0186 1.4841
H -1.7786 -1.6671 1.8889
H -1.6397 -2.9687 0.7091
H -1.9538 0.0114 0.0587
H -3.1500 -1.2725 -0.2364
H -1.5233 -2.3101 -1.6474
C 7.6579 -5.6004 0.9354
C 6.7792 -4.6300 0.2012
C 7.2789 -3.4127 -0.2420
C 6.4819 -2.5248 -0.9534
C 5.1652 -2.8627 -1.2209
C 4.6442 -4.0796 -0.7916
C 5.4496 -4.9504 -0.0863
S 4.1612 -1.7486 -2.1362
O 3.4624 -2.5021 -3.1429
O 4.9690 -0.6279 -2.5152
N 3.0045 -1.3030 -1.0717
C 3.2685 -0.3590 -0.1146
C 4.4837 0.2451 0.2389
C 4.4293 1.1348 1.2837
C 3.2036 1.4560 1.9027
C 2.0564 0.8864 1.4238
N 2.0995 -0.0343 0.4395
H 8.4372 -5.0838 1.4921
H 8.1477 -6.2745 0.2309
H 7.0839 -6.2111 1.6304
H 8.3097 -3.1557 -0.0390
H 6.8830 -1.5927 -1.3208
H 3.6251 -4.3487 -1.0378
H 5.0565 -5.9044 0.2400
H 5.3959 0.0207 -0.2865
H 5.3385 1.6082 1.6298
H 3.1603 2.1536 2.7241
H 1.0797 1.1316 1.8215
C 1.2403 2.9800 -2.0659
C 0.8862 1.5603 -1.7359
O 1.6818 0.6307 -2.2768
N -0.0339 1.0808 -0.9708
Te -1.7203 3.0365 -0.2393
C -3.7514 3.6673 -0.2706
C -4.6988 3.0554 -1.0872
C -4.4102 1.8675 -1.9593
C -5.9947 3.5667 -1.0906
C -6.3555 4.6507 -0.3097
C -7.7528 5.1970 -0.3247
C -5.3797 5.2413 0.4901
C -4.0749 4.7764 0.5290
C -3.0748 5.4799 1.4053
C -1.6966 2.3592 1.7438
C -2.6838 1.5207 2.2671
C -3.8810 1.0211 1.5056
C -2.5954 1.1707 3.6157
C -1.5919 1.6464 4.4417
C -1.5388 1.2887 5.8980
C -0.6420 2.5069 3.8929
C -0.6732 2.8780 2.5583
C 0.3463 3.8617 2.0517
H 2.2480 3.0089 -2.4741
H 1.1882 3.6297 -1.1948
H 0.5583 3.3764 -2.8209
H -3.3611 1.5707 -1.9160
H -4.6490 2.0842 -3.0007
H -5.0135 1.0078 -1.6602
H -6.7381 3.1019 -1.7271
H -8.4023 4.6158 -0.9760
H -7.7585 6.2298 -0.6742
H -8.1815 5.1918 0.6777
H -5.6421 6.1016 1.0940
H -3.5038 6.3951 1.8065
H -2.1764 5.7635 0.8503
H -2.7693 4.8592 2.2496
H -3.7607 1.0617 0.4259
H -4.7566 1.6256 1.7474
H -4.1094 -0.0064 1.7908
H -3.3605 0.5254 4.0315
H -2.2804 0.5341 6.1514
H -1.7292 2.1673 6.5147
H -0.5532 0.9123 6.1716
H 0.1332 2.9148 4.5301
H 1.0777 4.0815 2.8258
H -0.1236 4.8059 1.7674
H 0.8907 3.4834 1.1851
*
```

---

Which of these has the lowest electronic energy?
C43H54N7O3STeW

---

The lowest electronic energy belongs to which entry?
C43H54N7O3STeW

---

Look up the electronic energy of the third one.
-81983.7041 eV